(1)
{"formula": "C36H30N6O12", "method": "ωB97M-V/def2-TZVPD", "homo_ev": -9.68, "e_tot_ev": -71310.833, "smiles": "O=[N+]([O-])c1ccccc1.O=[N+]([O-])c1ccccc1.O=[N+]([O-])c1ccccc1.O=[N+]([O-])c1ccccc1.O=[N+]([O-])c1ccccc1.O=[N+]([O-])c1ccccc1", "relative_energy_kcal_mol": 45.1, "symbols": ["O", "N", "O", "C", "C", "C", "C", "C", "C", "H", "H", "H", "H", "H", "O", "N", "O", "C", "C", "C", "C", "C", "C", "H", "H", "H", "H", "H", "O", "N", "O", "C", "C", "C", "C", "C", "C", "H", "H", "H", "H", "H", "O", "N", "O", "C", "C", "C", "C", "C", "C", "H", "H", "H", "H", "H", "O", "N", "O", "C", "C", "C", "C", "C", "C", "H", "H", "H", "H", "H", "O", "N", "O", "C", "C", "C", "C", "C", "C", "H", "H", "H", "H", "H"], "xyz": [[1.477581, -4.209073, 3.090104], [2.268113, -4.823898, 3.769825], [2.002238, -5.811349, 4.445775], [3.601350, -4.229841, 3.971783], [3.878062, -2.989961, 3.444276], [5.097303, -2.332507, 3.775082], [6.091343, -3.090773, 4.461774], [5.870605, -4.415873, 4.931675], [4.633257, -4.980720, 4.681633], [3.055918, -2.541279, 2.906552], [5.279495, -1.323857, 3.434746], [7.054269, -2.637522, 4.645411], [6.692124, -4.997939, 5.322448], [4.484514, -6.001803, 5.000487], [-5.028514, 1.164014, -2.614404], [-3.989113, 0.618438, -2.252141], [-4.023281, -0.262187, -1.396395], [-2.736023, 0.856554, -2.922415], [-2.581719, 1.760169, -3.968305], [-1.317602, 2.070888, -4.468371], [-0.185125, 1.383855, -4.009826], [-0.388120, 0.428147, -2.999281], [-1.602564, 0.159054, -2.439442], [-3.459224, 2.306063, -4.281967], [-1.238177, 2.692319, -5.348102], [0.771885, 1.599596, -4.461481], [0.525969, 0.049520, -2.566295], [-1.591357, -0.619883, -1.691432], [-3.590392, -0.584203, 4.004277], [-4.051884, -0.483261, 2.889963], [-3.798213, -1.179255, 1.931394], [-5.233561, 0.372173, 2.686085], [-5.589007, 1.249772, 3.710254], [-6.584812, 2.165403, 3.489994], [-7.269889, 2.200266, 2.245164], [-6.838876, 1.340963, 1.224854], [-5.801357, 0.473375, 1.388136], [-5.211492, 1.128715, 4.714852], [-6.916589, 2.735518, 4.345157], [-8.100474, 2.872451, 2.088024], [-7.255937, 1.407732, 0.230869], [-5.490783, -0.050249, 0.496076], [0.802189, -2.746117, 0.419208], [0.644770, -3.745796, -0.181200], [1.567610, -4.579467, -0.348403], [-0.714053, -4.074145, -0.720584], [-0.957235, -5.342751, -1.370184], [-2.217045, -5.670307, -1.840899], [-3.267298, -4.779232, -1.637626], [-3.074636, -3.630720, -0.839046], [-1.813917, -3.284037, -0.396274], [-0.061453, -5.907950, -1.581171], [-2.341669, -6.573411, -2.419930], [-4.228734, -4.909888, -2.111943], [-3.885679, -3.007425, -0.492499], [-1.740083, -2.330204, 0.104879], [3.687013, 2.783096, 1.131456], [3.244318, 1.744217, 1.547102], [3.841445, 1.005406, 2.263018], [1.835984, 1.372652, 1.301088], [1.338579, 0.299741, 2.040709], [0.058274, -0.043461, 1.926107], [-0.788579, 0.722896, 1.145542], [-0.265136, 1.765117, 0.286304], [1.108329, 2.084962, 0.415473], [2.048133, -0.220887, 2.666713], [-0.342673, -0.861187, 2.506611], [-1.830969, 0.485648, 0.992107], [-0.920755, 2.287522, -0.394613], [1.506813, 2.960413, -0.075655], [2.435375, 4.098078, -6.457595], [3.137897, 5.023175, -6.049547], [3.346920, 6.022340, -6.701568], [3.580728, 5.045724, -4.620356], [4.376151, 6.067424, -4.033001], [4.753341, 6.104264, -2.716971], [4.328543, 5.124449, -1.872588], [3.779981, 4.000928, -2.457764], [3.368835, 3.978618, -3.770968], [4.761661, 6.833322, -4.689645], [5.338641, 6.931422, -2.343287], [4.386160, 5.167690, -0.794999], [3.482918, 3.231505, -1.760524], [2.779362, 3.096820, -3.974291]], "forces_ev_per_angstrom": [[-0.1, -0.2, -0.4], [0.0, 0.1, 1.4], [0.2, 0.3, -0.8], [2.6, -1.4, 0.8], [0.2, 0.6, 1.0], [0.2, -2.3, 0.3], [-1.0, 0.4, -0.2], [-0.7, 1.4, -1.6], [-1.2, 0.6, -0.6], [0.2, 0.4, -0.2], [0.1, 0.0, 0.0], [0.1, 0.1, 0.0], [-0.1, 0.0, 0.3], [-0.5, 0.0, -0.1], [1.2, 0.5, -0.2], [-2.4, -1.3, 0.0], [0.7, 0.5, 0.0], [2.1, -0.3, 0.2], [-0.5, 0.5, 0.8], [0.2, -1.2, -0.5], [-1.8, 0.2, 0.2], [1.8, 1.2, -0.6], [-0.7, 0.0, -0.3], [0.0, 0.0, -0.2], [0.0, 0.4, 0.2], [0.1, -0.1, 0.2], [-0.1, -0.7, 0.1], [-0.6, 0.2, 0.2], [0.6, 0.3, -0.2], [-2.2, -0.8, 0.1], [1.3, -0.4, -0.3], [0.4, 1.5, -0.9], [-0.1, -1.0, -0.2], [-1.5, 0.0, -1.0], [1.1, -0.5, 0.9], [-0.8, 1.3, 0.1], [0.8, -0.5, 1.4], [0.4, 0.0, -0.2], [-0.1, 0.4, -0.2], [0.0, 0.1, 0.0], [-0.3, 0.1, 0.0], [0.4, -0.4, 0.4], [-0.2, 2.4, 1.0], [1.1, -3.5, -1.3], [-1.8, 1.0, -0.2], [-1.1, -2.0, -0.1], [1.4, 2.2, 0.6], [0.3, 0.6, -0.1], [0.1, 0.9, 0.7], [-0.1, -1.0, -0.5], [0.7, 0.4, -0.2], [-0.2, -0.4, 0.1], [-0.1, 0.0, 0.0], [-0.1, -0.4, 0.2], [-0.2, 0.1, -0.4], [0.4, -0.1, 0.4], [0.1, 0.9, -0.9], [-1.2, 0.3, 0.2], [1.5, -1.3, 1.0], [0.7, -0.6, 0.6], [2.8, 0.7, -0.1], [-2.5, -0.4, 0.4], [0.5, 1.6, -2.8], [0.4, -1.6, 2.0], [-2.2, 0.9, -0.8], [-0.2, -0.1, 0.1], [0.0, -0.1, 0.0], [-0.2, -0.2, 0.4], [0.1, 0.1, 0.0], [0.2, -0.1, -0.2], [1.0, 0.2, 0.9], [-1.4, 0.4, 0.3], [0.6, 0.0, 0.1], [1.4, -0.1, 1.4], [-0.2, 0.2, -2.7], [0.0, 0.9, 0.0], [-0.1, -1.1, 0.3], [-0.7, 0.5, 1.3], [-0.9, -1.2, -0.2], [-0.2, 0.2, -0.1], [0.0, 0.2, -0.1], [0.5, 0.0, 0.0], [0.0, -0.4, -0.3], [0.0, 0.1, -0.9]]}

---

(2)
{"formula": "C36H30NO4", "method": "ωB97M-V/def2-TZVPD", "homo_ev": -3.24, "e_tot_ev": -47499.063, "charge": -1, "smiles": "COc1ccc([C@H](c2cc(-c3ccccc3)c([O-])c(-c3ccccc3)c2)N2C(=O)OC[C@H]2Cc2ccccc2)cc1", "symbols": ["C", "O", "C", "C", "C", "C", "C", "C", "C", "C", "C", "C", "C", "C", "C", "C", "C", "O", "C", "C", "C", "C", "C", "C", "C", "C", "N", "C", "O", "O", "C", "C", "C", "C", "C", "C", "C", "C", "C", "C", "C", "H", "H", "H", "H", "H", "H", "H", "H", "H", "H", "H", "H", "H", "H", "H", "H", "H", "H", "H", "H", "H", "H", "H", "H", "H", "H", "H", "H", "H", "H"], "xyz": [[2.963320, -4.583880, -4.769952], [1.556736, -4.220550, -4.846433], [1.049727, -3.456315, -3.832961], [-0.316385, -3.076969, -3.865018], [-0.856386, -2.275176, -2.851107], [-0.062124, -1.814997, -1.757255], [-0.597244, -0.971763, -0.582810], [-0.053163, 0.430765, -0.599054], [-0.757411, 1.323166, 0.216198], [-0.316801, 2.608696, 0.465272], [-0.986182, 3.441981, 1.468254], [-1.562561, 2.836229, 2.610070], [-2.267880, 3.591133, 3.541493], [-2.421080, 4.979587, 3.355769], [-1.842941, 5.594691, 2.229393], [-1.137581, 4.832091, 1.302450], [0.833847, 3.158893, -0.273244], [1.168123, 4.347110, -0.237496], [1.567436, 2.160060, -1.084358], [2.897932, 2.484468, -1.597570], [3.890446, 1.473628, -1.681417], [5.160739, 1.763620, -2.190928], [5.453393, 3.059176, -2.649949], [4.479429, 4.067964, -2.557534], [3.228887, 3.782527, -2.014344], [1.012293, 0.917335, -1.353020], [-0.247461, -1.434047, 1.093448], [0.912012, -0.955047, 1.785073], [1.358322, 0.175838, 1.880156], [1.493091, -1.955937, 2.523707], [0.681507, -3.128732, 2.415040], [-0.629956, -2.654181, 1.853036], [-1.650817, -2.665839, 3.010336], [-2.993119, -2.059500, 2.709165], [-3.240903, -0.748097, 3.129505], [-4.430172, -0.106287, 2.777269], [-5.404239, -0.794386, 2.040226], [-5.177920, -2.123253, 1.645657], [-3.966759, -2.752110, 1.972908], [1.288070, -2.140642, -1.796860], [1.848451, -2.994059, -2.760057], [3.175499, -5.200842, -5.654715], [3.604249, -3.689602, -4.776456], [3.124372, -5.172853, -3.857758], [-0.914164, -3.447101, -4.710375], [-1.917126, -2.033943, -2.940272], [-1.683690, -0.926399, -0.642105], [-1.682980, 0.972704, 0.706546], [-1.446194, 1.758373, 2.749534], [-2.713048, 3.103754, 4.412292], [-2.963043, 5.582839, 4.081861], [-1.947965, 6.674480, 2.065794], [-0.696751, 5.300212, 0.418541], [3.646903, 0.474955, -1.311463], [5.912275, 0.973656, -2.238752], [6.433114, 3.285527, -3.079156], [4.684373, 5.080684, -2.908778], [2.486763, 4.571861, -1.891025], [1.522147, 0.307186, -2.103321], [0.674904, -3.619516, 3.391048], [1.123419, -3.781293, 1.651143], [-0.944799, -3.230646, 0.996646], [-1.276220, -2.258138, 3.966517], [-1.802623, -3.734984, 3.201091], [-2.477223, -0.231635, 3.719664], [-4.589437, 0.926913, 3.101800], [-6.347994, -0.301631, 1.802580], [-5.949248, -2.671146, 1.094953], [-3.767682, -3.779973, 1.647896], [1.911803, -1.779015, -0.977308], [2.895681, -3.271645, -2.639503]], "forces_ev_per_angstrom": [[-1.0, 0.1, 0.0], [0.5, -0.2, -0.1], [0.4, 0.8, 1.1], [0.7, -0.1, -0.1], [0.4, -0.2, 0.4], [-0.3, -0.6, 0.2], [1.0, 0.8, 0.2], [-1.5, -0.5, -0.6], [0.2, 0.5, 0.5], [0.3, 0.0, -0.6], [-0.7, 0.1, 0.3], [0.1, 0.3, -0.2], [-0.1, 0.6, -0.2], [0.4, -0.2, -0.3], [-0.2, -0.4, 0.4], [0.0, 0.0, -0.1], [-0.2, -1.8, -0.4], [0.2, 0.8, 0.4], [-0.8, 0.4, 0.3], [0.5, -0.2, -0.5], [0.0, 0.6, -0.1], [-0.4, 0.3, -0.1], [-0.2, 0.0, 0.0], [0.2, -0.6, 0.1], [0.2, 0.3, -0.2], [0.9, -0.1, 0.7], [0.9, 0.5, 0.5], [-0.4, 2.2, -0.5], [-0.4, -1.9, -0.5], [-0.6, -0.2, 0.1], [1.2, -0.4, -1.0], [-0.2, 0.4, -1.3], [-0.7, 0.0, -0.1], [-0.1, 0.3, -0.2], [-0.2, -0.1, -0.3], [0.0, -0.2, 0.1], [0.3, -0.2, 0.2], [0.2, 0.2, 0.2], [-0.1, 0.4, 0.0], [0.1, -0.7, 0.3], [-0.6, 0.2, -0.3], [-0.2, 0.3, 0.3], [-0.2, -0.2, 0.0], [0.2, 0.1, -0.2], [0.2, 0.3, 0.5], [0.3, 0.0, 0.3], [0.0, -0.4, 0.6], [0.6, 0.1, -0.1], [0.1, 0.4, 0.0], [0.1, 0.2, -0.2], [0.1, -0.2, -0.1], [0.0, -0.4, 0.1], [-0.2, -0.2, 0.4], [0.2, 0.3, -0.1], [-0.1, 0.2, 0.0], [-0.3, -0.1, 0.2], [0.1, -0.3, 0.1], [0.3, -0.4, -0.1], [-0.2, 0.0, 0.3], [-0.3, 0.1, -0.2], [0.3, -0.2, 0.4], [-0.6, -1.2, 0.4], [0.2, 0.1, -0.6], [0.1, 0.0, 0.0], [-0.3, -0.1, -0.3], [0.0, -0.4, -0.2], [0.3, -0.1, 0.0], [0.3, 0.2, 0.2], [-0.1, 0.4, 0.1], [0.0, -0.2, -0.2], [-0.3, 0.1, -0.2]]}

---

(3)
{"formula": "C36H31AsCrNO6P2S", "method": "ωB97M-V/def2-TZVPD", "homo_ev": [-7.88, -7.88], "e_tot_ev": -170285.014, "multiplicity": 4, "relative_energy_kcal_mol": 12.0, "symbols": ["Cr", "C", "P", "C", "C", "C", "C", "C", "C", "C", "C", "C", "C", "C", "C", "C", "C", "C", "C", "C", "P", "C", "C", "C", "C", "C", "C", "C", "C", "C", "C", "C", "C", "N", "H", "H", "H", "H", "H", "H", "H", "H", "H", "H", "H", "H", "H", "H", "H", "H", "H", "H", "H", "H", "H", "H", "H", "H", "H", "H", "O", "As", "O", "O", "C", "C", "C", "C", "C", "C", "S", "O", "O", "O", "H", "H", "H", "H", "H"], "xyz": [[-0.122351, -0.463339, -0.248101], [-0.399922, 0.828709, -3.605512], [0.029556, 1.982410, -2.256165], [-0.688225, 3.591845, -2.620983], [-0.387475, 4.281788, -3.793192], [-0.981092, 5.507911, -4.039899], [-1.878821, 6.043479, -3.125343], [-2.177394, 5.356061, -1.958171], [-1.583228, 4.129827, -1.702873], [1.829317, 2.095941, -2.421961], [2.557634, 0.912966, -2.488242], [3.941598, 0.956112, -2.460713], [4.596282, 2.177625, -2.407709], [3.869476, 3.359599, -2.407784], [2.486445, 3.321055, -2.407546], [-0.909624, -0.507074, -3.166277], [-1.748351, -1.297252, -3.909197], [-1.839536, -2.550922, -3.252194], [-1.057152, -2.469333, -2.135557], [-0.776012, -3.512819, -1.098324], [-0.886093, -2.529965, 0.449213], [-2.688702, -2.499192, 0.727854], [-3.431683, -3.672742, 0.838368], [-4.801027, -3.623407, 1.038265], [-5.451896, -2.400672, 1.102456], [-4.728538, -1.228873, 0.946807], [-3.356334, -1.275305, 0.760627], [-0.060985, -3.429751, 1.793888], [-0.500454, -4.638307, 2.324310], [0.201558, -5.244504, 3.353686], [1.346931, -4.650636, 3.862493], [1.803338, -3.456829, 3.326548], [1.108576, -2.853618, 2.291904], [-0.489058, -1.195178, -2.034339], [0.493782, 0.716225, -4.225669], [-1.161798, 1.304733, -4.225378], [0.310832, 3.855758, -4.505152], [-0.745272, 6.050606, -4.946096], [-2.343640, 7.000703, -3.321962], [-2.872548, 5.775113, -1.242752], [-1.798689, 3.579402, -0.796333], [2.044102, -0.040489, -2.546882], [4.505869, 0.032479, -2.455561], [5.677687, 2.205922, -2.365150], [4.381404, 4.312657, -2.380790], [1.910462, 4.235264, -2.362993], [-2.221047, -1.021243, -4.838858], [-2.429031, -3.401986, -3.553975], [0.238497, -3.910065, -1.196777], [-1.486881, -4.334245, -1.168426], [-2.950925, -4.636883, 0.750740], [-5.360030, -4.544298, 1.142459], [-6.520965, -2.364105, 1.265902], [-5.236397, -0.273803, 0.978207], [-2.797736, -0.355818, 0.656118], [-1.392464, -5.115989, 1.949404], [-0.153865, -6.180834, 3.763416], [1.881779, -5.122387, 4.676437], [2.700292, -2.994111, 3.717570], [1.479818, -1.934385, 1.850994], [-1.056408, 1.676345, 3.492939], [-0.337981, 0.063062, 3.264629], [-0.980775, -0.888964, 4.411496], [-0.776783, -0.409088, 1.703937], [1.554707, 0.459859, 3.485725], [2.306435, -0.098754, 4.506432], [3.649409, 0.241516, 4.609162], [4.224784, 1.132569, 3.709883], [3.466592, 1.698605, 2.693777], [2.134633, 1.356099, 2.593915], [1.026490, 1.748802, 1.217871], [1.603213, 2.915565, 0.542542], [1.408680, 0.399520, 0.458235], [-0.591219, 1.488188, -0.956981], [-1.869525, 1.533677, 3.995561], [1.833034, -0.780693, 5.203039], [4.256189, -0.190175, 5.394841], [5.274390, 1.380853, 3.802281], [3.894140, 2.389186, 1.975888]], "forces_ev_per_angstrom": [[-0.4, 1.9, 1.1], [0.0, 0.1, 0.1], [-0.2, 0.0, -0.6], [0.1, -0.1, 0.1], [0.0, -0.1, 0.0], [0.0, 0.0, -0.1], [0.0, 0.0, 0.1], [0.0, 0.1, 0.0], [0.0, -0.1, 0.1], [-0.4, 0.2, 0.3], [0.1, 0.0, 0.0], [0.0, -0.1, 0.0], [0.0, 0.0, 0.0], [0.1, 0.0, 0.0], [-0.1, 0.0, 0.2], [-0.3, -0.2, -0.2], [0.1, 0.1, 0.1], [0.0, 0.0, 0.2], [-0.1, -0.3, -0.2], [0.1, 0.2, 0.1], [-0.3, -1.6, 0.0], [0.0, 0.3, 0.0], [0.1, 0.0, -0.1], [0.0, -0.1, 0.0], [0.0, 0.0, 0.0], [-0.1, 0.0, 0.0], [0.0, 0.0, 0.0], [0.2, 0.3, 0.0], [-0.1, 0.0, 0.0], [0.0, 0.0, 0.0], [0.0, 0.0, 0.0], [0.1, -0.1, 0.0], [0.0, -0.1, -0.1], [0.0, -0.1, -0.2], [0.0, 0.0, 0.0], [0.0, 0.0, 0.0], [0.0, 0.1, 0.0], [0.0, 0.0, 0.0], [0.0, 0.0, 0.0], [0.0, 0.0, 0.0], [0.0, 0.0, 0.0], [0.0, 0.0, 0.1], [0.0, 0.0, -0.1], [0.0, 0.0, 0.0], [0.0, 0.0, 0.0], [0.1, 0.0, 0.1], [0.0, 0.0, 0.0], [0.0, 0.0, 0.0], [0.0, 0.0, 0.0], [0.0, 0.0, 0.0], [0.0, 0.0, 0.0], [0.0, 0.0, 0.0], [0.0, 0.0, 0.0], [0.0, 0.0, 0.0], [-0.1, 0.0, 0.1], [0.0, 0.0, 0.0], [0.0, 0.0, 0.0], [0.0, 0.0, 0.0], [0.0, 0.0, 0.0], [0.0, 0.1, 0.1], [0.1, -0.2, -0.2], [-0.6, 0.4, 1.1], [0.2, -0.3, 0.1], [0.1, 0.1, -1.1], [-0.2, 0.2, -0.3], [-0.2, 0.0, 0.0], [0.1, 0.0, 0.0], [0.0, 0.0, 0.1], [0.0, 0.2, -0.2], [-0.4, -0.6, 0.0], [0.9, 0.6, 0.3], [0.2, 0.1, -0.2], [0.2, -0.3, -0.6], [0.4, -0.7, -0.1], [0.1, 0.0, 0.1], [0.0, 0.0, 0.0], [0.0, 0.0, 0.0], [0.0, 0.0, 0.0], [0.0, 0.0, 0.0]]}

---

Q: Which formula does entry 3 have?
A: C36H31AsCrNO6P2S